[1]
23
Properties=species:S:1:pos:R:3 method="wB97M-V/def2-TZVPD" spin_multiplicity=1 lumo_ev=-3.116 total_charge=+1 relative_energy_ev=0.000 e_tot_ev=-150965.7911 orbital_gap_ev=9.68
N -2.582 0.642 -2.820
C -2.818 1.186 -1.525
N -1.639 1.168 -0.605
C -0.343 1.522 -0.905
C 0.375 1.394 0.241
N -0.490 0.974 1.208
C -1.711 0.844 0.678
H -2.813 -0.336 -2.891
H -1.671 0.833 -3.205
H -3.158 2.214 -1.602
H -3.592 0.620 -1.025
H -0.011 1.837 -1.871
H 1.417 1.590 0.386
H -0.254 0.815 2.175
H -2.589 0.530 1.204
Br 3.807 -0.046 0.931
C 3.262 -1.911 0.766
C 2.090 -2.242 1.649
Br 2.591 -2.373 3.520
H 4.140 -2.504 0.999
H 3.001 -2.048 -0.281
H 1.680 -3.214 1.384
H 1.308 -1.492 1.589



[2]
63
Properties=species:S:1:pos:R:3 method="wB97M-V/def2-TZVPD" spin_multiplicity=1 lumo_ev=0.596 smiles=CO.CO.CO.CO.CO.CO.CO.CO.CO.CO.O total_charge=0 relative_energy_ev=3.877 e_tot_ev=-33568.8679 orbital_gap_ev=10.50
C -0.379 0.771 -4.461
O -1.156 0.582 -3.278
H 0.616 0.479 -4.266
H -0.885 0.288 -5.261
H -0.369 1.857 -4.769
H -0.668 0.871 -2.517
C -1.283 2.905 -0.493
O -0.649 1.615 -0.554
H -1.185 3.373 0.476
H -0.928 3.439 -1.354
H -2.376 2.862 -0.588
H -0.785 1.089 0.279
C 2.859 1.059 -0.032
O 1.974 2.159 0.012
H 3.442 1.038 0.908
H 2.244 0.129 -0.033
H 3.444 1.051 -0.952
H 1.036 1.862 -0.077
C 3.217 -4.027 -4.910
O 2.415 -2.976 -4.434
H 3.899 -3.514 -5.591
H 3.672 -4.563 -4.065
H 2.633 -4.747 -5.556
H 1.623 -3.424 -4.208
C -1.251 3.644 3.012
O -1.844 2.435 2.532
H -0.703 3.411 3.957
H -0.542 3.983 2.251
H -2.054 4.362 3.192
H -1.540 1.745 3.119
C 2.731 -2.194 4.055
O 2.492 -2.439 2.675
H 3.036 -1.136 4.135
H 1.852 -2.302 4.687
H 3.590 -2.733 4.458
H 2.194 -3.393 2.604
C 2.031 2.765 3.860
O 1.310 2.323 2.689
H 2.901 2.085 4.057
H 2.266 3.831 3.919
H 1.308 2.719 4.693
H 1.851 2.608 1.947
C -1.867 -1.118 3.772
O -0.893 -0.131 3.362
H -1.623 -2.139 3.614
H -2.124 -0.921 4.833
H -2.756 -0.934 3.132
H -0.790 -0.301 2.430
C 0.349 -1.963 -0.844
O -1.013 -1.748 -0.450
H 0.811 -2.560 -0.038
H 0.359 -2.562 -1.766
H 0.844 -1.008 -0.999
H -1.546 -1.945 -1.258
C -4.523 -0.132 -2.101
O -4.486 -1.542 -2.046
H -3.848 0.312 -2.882
H -5.568 0.146 -2.324
H -4.305 0.376 -1.138
H -3.685 -1.721 -1.511
O -1.551 -2.235 -3.173
H -2.375 -2.490 -3.526
H -1.448 -1.274 -3.204



Repeat the second record exactly.
63
Properties=species:S:1:pos:R:3 method="wB97M-V/def2-TZVPD" spin_multiplicity=1 lumo_ev=0.596 smiles=CO.CO.CO.CO.CO.CO.CO.CO.CO.CO.O total_charge=0 relative_energy_ev=3.877 e_tot_ev=-33568.8679 orbital_gap_ev=10.50
C -0.379 0.771 -4.461
O -1.156 0.582 -3.278
H 0.616 0.479 -4.266
H -0.885 0.288 -5.261
H -0.369 1.857 -4.769
H -0.668 0.871 -2.517
C -1.283 2.905 -0.493
O -0.649 1.615 -0.554
H -1.185 3.373 0.476
H -0.928 3.439 -1.354
H -2.376 2.862 -0.588
H -0.785 1.089 0.279
C 2.859 1.059 -0.032
O 1.974 2.159 0.012
H 3.442 1.038 0.908
H 2.244 0.129 -0.033
H 3.444 1.051 -0.952
H 1.036 1.862 -0.077
C 3.217 -4.027 -4.910
O 2.415 -2.976 -4.434
H 3.899 -3.514 -5.591
H 3.672 -4.563 -4.065
H 2.633 -4.747 -5.556
H 1.623 -3.424 -4.208
C -1.251 3.644 3.012
O -1.844 2.435 2.532
H -0.703 3.411 3.957
H -0.542 3.983 2.251
H -2.054 4.362 3.192
H -1.540 1.745 3.119
C 2.731 -2.194 4.055
O 2.492 -2.439 2.675
H 3.036 -1.136 4.135
H 1.852 -2.302 4.687
H 3.590 -2.733 4.458
H 2.194 -3.393 2.604
C 2.031 2.765 3.860
O 1.310 2.323 2.689
H 2.901 2.085 4.057
H 2.266 3.831 3.919
H 1.308 2.719 4.693
H 1.851 2.608 1.947
C -1.867 -1.118 3.772
O -0.893 -0.131 3.362
H -1.623 -2.139 3.614
H -2.124 -0.921 4.833
H -2.756 -0.934 3.132
H -0.790 -0.301 2.430
C 0.349 -1.963 -0.844
O -1.013 -1.748 -0.450
H 0.811 -2.560 -0.038
H 0.359 -2.562 -1.766
H 0.844 -1.008 -0.999
H -1.546 -1.945 -1.258
C -4.523 -0.132 -2.101
O -4.486 -1.542 -2.046
H -3.848 0.312 -2.882
H -5.568 0.146 -2.324
H -4.305 0.376 -1.138
H -3.685 -1.721 -1.511
O -1.551 -2.235 -3.173
H -2.375 -2.490 -3.526
H -1.448 -1.274 -3.204